No. 1
# C10H8ClF3N6OS

The molecule C10H8ClF3N6OS at a distorted geometry (ωB97M-V/def2-TZVPD, the Open Molecules 2025 dataset).

Element x y z (Å)
N: -2.6377 -2.3656 -0.2331
C: -1.3396 -2.0575 -0.4371
N: -0.3513 -2.2931 0.4026
C: 0.7184 -1.7205 -0.1960
N: 0.4572 -1.1453 -1.3495
N: -0.8778 -1.3691 -1.5091
H: -1.3635 -1.0125 -2.3143
S: 2.2885 -1.7875 0.5365
C: 3.1795 -0.5329 -0.4689
C: 3.6178 0.5866 0.4485
O: 4.7730 0.8064 0.7051
N: 2.6161 1.2976 1.0819
C: 1.2549 1.2781 0.8349
N: 0.4649 0.9981 1.8602
C: -0.8389 0.9373 1.6947
C: -1.4420 1.1893 0.4681
C: -0.6423 1.5800 -0.6034
C: 0.7265 1.6256 -0.4246
Cl: 1.7437 2.1727 -1.6988
H: -1.0778 1.8451 -1.5548
C: -2.9258 1.0920 0.2765
F: -3.5357 0.3767 1.2249
F: -3.2416 0.5131 -0.9017
F: -3.5215 2.2974 0.2601
H: -1.4167 0.6700 2.5673
H: 2.8825 1.6644 1.9882
H: 2.4967 -0.2396 -1.2612
H: 4.0685 -1.0062 -0.8833
H: -3.2598 -2.3804 -1.0223
H: -2.8163 -3.0203 0.5085

SMILES: Nc1nc(SCC(=O)Nc2ncc(C(F)(F)F)cc2Cl)n[nH]1
LUMO energy (hartree): 0.0040
F_max (Eh/bohr): 0.021

Taken from the Löwdin analysis, the atomic charges in e are: 0.163, -0.464, 0.122, -0.733, 0.037, 0.065, 0.154, 0.998, -0.351, -0.561, 0.089, 0.119, -0.357, 0.161, -0.059, -0.105, -0.033, -0.579, 0.774, 0.128, -0.595, 0.145, 0.115, 0.147, 0.129, 0.164, 0.022, 0.089, 0.105, 0.110

No. 2
# C10H8ClN

The molecule C10H8ClN at a distorted geometry (ωB97M-V/def2-TZVPD, the Open Molecules 2025 dataset).

Element x y z (Å)
C: 1.9293 -1.8674 0.1761
C: 2.5646 -0.8741 0.8351
C: 0.7553 -1.6956 -0.5119
C: 1.9047 0.3786 0.8859
C: 0.0851 -0.4507 -0.4642
C: 0.6677 0.5549 0.2923
C: -2.0215 0.9486 -0.7955
C: -1.2067 2.0471 -0.2558
C: -1.3129 -0.3065 -0.8800
C: -0.0789 1.8111 0.3778
N: -2.1260 0.0147 0.2153
Cl: -3.4456 -1.0821 0.3722
H: 2.4424 -2.9030 0.3782
H: 3.4502 -1.1413 1.2244
H: 0.0984 -2.5475 -0.8221
H: 2.3026 1.3203 1.2400
H: -2.8771 0.9993 -1.4474
H: -1.6563 3.1138 -0.2010
H: -1.7979 -0.9892 -1.4819
H: 0.3225 2.6690 0.8625

SMILES: ClN1[C@@H]2c3ccccc3C=C[C@@H]21
LUMO energy (hartree): 0.0187
F_max (Eh/bohr): 0.092

Taken from the Löwdin analysis, the atomic charges in e are: -0.122, -0.075, -0.019, 0.002, -0.109, -0.178, -0.289, -0.036, -0.289, -0.038, -0.430, 0.645, 0.145, 0.063, 0.129, 0.110, 0.145, 0.141, 0.103, 0.103

No. 3
# C10H8F9O4SSrTe

A structure of composition C10H8F9O4SSrTe (ωB97M-V/def2-TZVPD, the Open Molecules 2025 dataset).

Element x y z (Å)
Sr: 0.4841 0.3742 -1.1809
O: 3.1443 -0.0031 -1.6244
H: 3.2110 -0.2573 -0.6929
H: 3.3373 0.9659 -1.6382
F: -0.7611 -2.7789 0.6809
C: -0.3556 -2.0677 1.7511
F: -1.1186 -0.9718 1.7898
F: -0.6337 -2.7941 2.8440
C: 1.1530 -1.6812 1.5939
O: 1.2699 -0.7454 0.6579
C: 1.9505 -2.9615 1.1792
F: 1.7838 -3.2184 -0.1224
F: 1.5867 -4.0669 1.8518
F: 3.2661 -2.7867 1.3768
C: 1.6869 -1.1748 2.9692
F: 1.9013 -2.1724 3.8490
F: 0.8183 -0.3270 3.5363
F: 2.8394 -0.5222 2.8177
C: 1.8653 5.0268 -1.4261
O: 1.1753 3.7816 -1.3411
C: 1.9442 2.6346 -1.4294
O: 3.1564 2.7793 -1.5869
H: 1.1203 5.8034 -1.2647
H: 2.3299 5.1564 -2.4055
H: 2.6499 5.0977 -0.6713
Te: -2.1772 2.1359 -1.6467
C: -3.6252 0.6002 -1.5347
C: -3.8514 -0.3112 -0.5378
C: -4.9405 -1.1877 -0.8026
C: -5.5392 -0.9353 -1.9997
S: -4.7652 0.3695 -2.7986
H: -3.2579 -0.3458 0.3652
H: -5.2648 -1.9678 -0.1272
H: -6.3834 -1.4483 -2.4317

Total charge: -1
LUMO energy (hartree): 0.0857
F_max (Eh/bohr): 0.010

Taken from the Löwdin analysis, the atomic charges in e are: 1.239, -0.160, 0.024, -0.008, 0.152, -0.546, 0.152, 0.161, -0.363, -0.345, -0.545, 0.157, 0.155, 0.162, -0.549, 0.150, 0.167, 0.168, -0.119, -0.214, -0.477, -0.097, 0.078, 0.078, 0.077, 0.510, -1.114, -0.282, -0.227, -0.465, 0.867, 0.076, 0.090, 0.048

No. 4
# C10H8IrN3O6

A structure of composition C10H8IrN3O6 at a distorted geometry (ωB97M-V/def2-TZVPD, the Open Molecules 2025 dataset).

Element x y z (Å)
O: -0.6108 -5.8173 -2.1211
C: -0.9610 -4.8493 -1.6378
Ir: -0.3192 -0.1392 -0.0352
C: -1.4038 -0.0358 1.7011
O: -2.1640 0.4128 2.4430
C: 0.1803 3.1457 1.2816
O: 0.4026 4.1634 0.8212
C: -1.5652 1.0403 -0.8446
O: -2.3915 1.5767 -1.4438
C: 1.0670 -0.0580 -1.3208
O: 1.9198 -0.0596 -2.1027
H: -0.8534 -1.4762 -0.4011
C: 0.5321 -3.6184 3.5541
N: 1.2755 -2.4495 3.0484
C: 2.6327 -2.5207 2.9215
C: 3.2878 -1.5430 2.2087
C: 2.5266 -0.4611 1.6945
N: 1.1715 -0.4667 1.7784
C: 0.5804 -1.4866 2.3991
O: -0.6966 -1.6177 2.3431
N: 3.0099 0.5780 1.0279
H: -0.4570 -3.3164 3.9070
H: 1.1227 -4.0161 4.3829
H: 0.4209 -4.3718 2.7525
H: 3.0561 -3.4060 3.3857
H: 4.3381 -1.6471 1.9950
H: 3.9691 0.6888 0.7350
H: 2.3753 1.3516 0.8121

Spin multiplicity: 5
Total charge: +2
⟨S²⟩: 6.017
LUMO energy (alpha / beta) (hartree): -0.3236 / -0.4308
F_max (Eh/bohr): 0.113

Taken from the Löwdin analysis, the atomic charges in e are: 0.031, -0.018, 1.350, -0.300, 0.213, 0.015, 0.081, -0.251, 0.240, -0.290, 0.185, 0.002, 0.061, 0.009, 0.017, 0.160, -0.338, 0.065, -0.436, 0.009, 0.245, 0.117, 0.119, 0.136, 0.157, 0.158, 0.157, 0.106

No. 5
# C10H8N2

The molecule C10H8N2 at a distorted geometry (ωB97M-V/def2-TZVPD, the Open Molecules 2025 dataset).

Element x y z (Å)
C: -2.2145 2.7365 -0.5503
C: -2.5655 1.7208 0.2624
C: -1.6144 0.7668 0.8296
C: -0.2266 0.7656 0.2511
C: -0.9387 2.6556 -1.0272
C: 0.6525 -0.4068 0.3341
C: 0.0603 -1.6914 0.5833
C: 0.7934 -2.8689 0.6563
C: 2.4923 -1.8422 -0.3888
C: 1.8868 -0.5650 -0.3201
H: -2.8795 3.5764 -1.0272
H: -3.7163 1.7685 0.6168
H: -1.7600 0.0234 1.5599
H: -0.5338 3.4589 -1.7129
H: -0.7928 -1.8071 1.2213
H: 0.4778 -3.6353 1.3708
H: 3.4259 -1.8504 -1.0605
H: 2.4595 0.3790 -0.7293
N: -0.1240 1.6845 -0.6950
N: 2.0334 -3.0474 0.1205

SMILES: c1ccc(-c2ccncc2)nc1
LUMO energy (hartree): -0.0117
F_max (Eh/bohr): 0.119

Taken from the Löwdin analysis, the atomic charges in e are: -0.129, -0.090, 0.041, -0.202, -0.180, -0.150, -0.036, -0.158, -0.144, -0.040, 0.146, 0.147, 0.065, 0.124, 0.087, 0.108, 0.120, 0.146, 0.083, 0.061

No. 6
# C10H8N2O

The molecule C10H8N2O at a distorted geometry (ωB97M-V/def2-TZVPD, the Open Molecules 2025 dataset).

Element x y z (Å)
C: -2.2176 -1.4115 -0.5028
C: 2.7154 -0.7654 0.2375
C: 1.9524 -1.9528 0.1077
C: 2.1252 0.4558 0.0431
C: 0.5525 -1.9471 -0.1061
C: 0.7253 0.4902 -0.1432
C: 0.0100 -0.6930 -0.3431
C: -2.0909 1.5637 0.9028
C: -0.1794 1.7169 -0.3625
C: -1.5509 1.0117 -0.3682
N: -2.8599 -2.3613 -0.5528
N: -1.3147 -0.4374 -0.5419
O: -3.0555 2.2502 0.8817
H: 3.7183 -0.9127 0.4508
H: 2.5700 -2.8559 0.2236
H: 2.7204 1.3512 0.3103
H: -0.0956 -2.7962 0.0249
H: -1.7294 1.1928 1.8604
H: -0.1748 2.4973 0.4280
H: 0.1873 2.2180 -1.2654
H: -2.0081 1.3857 -1.2848

SMILES: N#CN1c2ccccc2C[C@@H]1C=O
LUMO energy (hartree): 0.0233
F_max (Eh/bohr): 0.059

Taken from the Löwdin analysis, the atomic charges in e are: -0.259, -0.100, -0.055, -0.031, 0.014, -0.129, -0.205, -0.252, -0.054, -0.198, 0.173, 0.012, 0.104, 0.077, 0.107, 0.124, 0.105, 0.147, 0.128, 0.130, 0.163